Entry 1:
This record from the Open Molecules 2025 dataset describes a cluster of 13 separate species, C52H130O26 in total. The level of theory is ωB97M-V with the def2-TZVPD basis set.

Each line ends with the Löwdin charge.
Positions of all 208 atoms, in Å:
H1 4.77610 -7.03022 0.73332  0.08
H2 4.21524 -0.78450 0.46764  0.08
C1 2.62776 -5.44730 0.98086  -0.20
H3 -1.22891 4.67706 -4.67787  0.09
H4 4.07427 -7.71152 -0.89166  0.09
O1 1.87033 -1.47435 8.54601  -0.18
H5 4.08849 3.44093 -2.27417  0.12
H6 0.11677 -6.21246 -1.35803  0.08
H7 4.78891 0.83127 0.80528  0.08
C2 7.71799 3.27397 -2.47656  -0.07
H8 -4.02659 4.15544 -0.42101  0.13
H9 0.05859 5.59316 -4.59496  0.08
H10 -3.80524 -1.31214 -6.62103  0.11
H11 -5.27212 4.66956 -7.47968  0.08
H12 3.38609 4.76187 0.38071  0.12
C3 1.14081 4.00346 -0.67515  -0.11
O2 0.34316 3.43823 -4.81313  -0.14
H13 -5.15812 -4.43262 -9.03691  0.09
H14 -3.63136 -0.57451 -8.19207  0.11
H15 0.29938 7.38195 -1.00259  0.08
O3 -1.80295 -1.05440 -7.30079  -0.19
H16 -4.30421 -4.93614 3.50076  0.10
C4 -4.45424 -4.72989 -8.25956  -0.11
C5 -4.47118 2.33924 -4.24750  -0.17
H17 0.58992 -0.06102 5.39197  0.06
H18 -0.58627 -3.96312 -1.29409  0.13
H19 2.85240 4.95153 8.39135  0.09
H20 8.05210 -0.15712 -0.01916  0.11
O4 1.28626 3.90633 7.33540  -0.16
H21 -6.39964 -1.25647 5.69997  0.09
H22 -1.70285 -2.07606 -5.37573  0.08
H23 -5.00131 -2.04080 -0.64621  0.07
H24 2.46279 2.15394 7.41195  0.11
H25 3.04335 -5.55046 1.98323  0.11
C6 -0.88763 -6.47641 -1.02695  -0.14
H26 3.18770 6.98218 -3.67406  0.09
H27 -0.25275 4.50504 -3.17989  0.07
H28 0.13153 0.73222 -2.68576  0.08
H29 -1.14960 -1.70238 6.17544  0.09
O5 -3.74523 -3.67896 -0.26945  -0.17
C7 -1.45538 -4.33723 -0.75299  -0.27
C8 3.62611 5.99112 -3.55710  -0.02
H30 -4.18131 3.78588 -8.54286  0.09
C9 -3.21338 -1.33803 -7.53598  -0.13
H31 -0.06351 -1.76741 2.90897  0.06
C10 -3.30105 -2.69997 -8.39093  -0.19
H32 3.09893 1.44216 -4.75312  0.12
O6 -4.29472 3.06940 -6.56265  -0.17
H33 -2.76540 0.26416 -3.14540  0.06
O7 -0.32529 -3.47134 6.12649  -0.20
C11 -5.17533 2.94354 -5.46136  -0.21
O8 -2.98797 -3.97912 4.52736  -0.17
H34 -1.93029 -2.29234 4.01314  0.10
H35 -1.13322 -7.33326 -1.65432  0.09
H36 -3.63489 -5.39367 -8.53555  0.09
H37 -2.55529 -2.99692 -1.85882  0.12
H38 0.63558 1.26514 -0.64948  0.10
C12 -2.45503 -3.31168 -0.82009  -0.20
H39 -2.10029 -2.72026 7.09677  0.12
H40 1.24890 5.46402 8.78324  0.08
H41 3.39646 5.40904 -4.44959  0.07
C13 -4.59470 0.22399 2.09419  -0.16
O9 2.24618 3.28448 -0.19513  -0.19
C14 3.52032 3.90291 -0.27676  -0.16
C15 3.90308 4.34584 -1.69549  -0.20
H42 7.11467 4.18173 -2.48539  0.07
H43 -5.12867 -0.50593 1.48574  0.11
C16 5.10773 -1.51457 5.28392  -0.09
C17 3.20489 -4.15664 0.31644  -0.18
C18 7.44420 1.02320 -1.60962  -0.22
H44 0.75932 -0.13206 -7.24314  0.06
H45 -2.36768 -3.11221 -8.77432  0.12
H46 -5.57751 3.93643 -5.26006  0.12
H47 -5.09922 -3.41906 -1.84361  0.09
C19 1.94394 2.55772 5.31377  -0.13
C20 1.54286 3.01085 -4.27192  -0.22
O10 -2.59419 3.17505 -1.41073  -0.18
H48 -0.76567 0.62783 6.23802  0.08
H49 1.76313 -3.09922 -2.48464  0.08
H50 5.52088 -2.14044 4.49291  0.09
H51 1.55902 -3.03594 10.04594  0.09
H52 1.31015 -2.85034 2.89609  0.08
O11 -1.83988 -5.53364 -1.33755  -0.12
H53 -5.77222 -3.47478 -0.20799  0.08
O12 1.26355 1.03370 -5.60256  -0.17
C21 1.01525 -1.81002 2.75881  -0.05
H54 1.55406 -5.29937 1.09652  0.11
C22 0.27872 0.80267 5.97959  -0.09
H55 2.72119 2.53796 -5.99153  0.11
O13 7.00986 2.31936 -1.64804  -0.22
O14 3.11139 5.34866 -2.31779  -0.24
H56 -3.89211 -2.59992 -9.30128  0.10
C23 -1.30916 -2.10994 -6.39158  -0.08
C24 -4.86744 3.68225 -7.70228  -0.12
C25 3.40816 -1.49815 6.88821  -0.22
H57 -3.23254 6.47628 -1.04518  0.12
H58 3.34571 -2.97565 8.40543  0.13
H59 6.75047 0.57045 -2.31806  0.13
H60 -1.33519 -5.07085 6.85797  0.09
H61 -2.64657 5.59947 -2.43262  0.12
C26 2.30312 3.04917 6.81097  -0.19
H62 1.26123 4.33708 -1.70583  0.06
H63 -7.19809 -2.36612 4.47140  0.09
H64 1.58088 4.06385 9.41451  0.08
O15 -5.84807 -1.06377 3.75428  -0.24
H65 -7.66241 -0.66048 4.68369  0.08
H66 1.99265 3.39732 4.62036  0.11
H67 -2.99664 0.79580 4.02240  0.08
H68 -2.04510 -2.40847 -0.36812  0.12
H69 -1.32458 7.98456 -1.25572  0.08
H70 -3.74136 -0.80200 -4.00228  0.08
H71 1.54076 1.16215 -7.78380  0.09
H72 1.55596 -1.29064 3.55000  0.07
O16 0.25990 -0.62963 -1.21457  -0.19
H73 2.42827 -0.16009 -6.95653  0.09
H74 2.06716 -2.36037 -0.87884  0.06
H75 2.11251 0.30585 -0.59261  0.11
H76 -5.23267 2.21994 -3.47679  0.12
O17 2.80550 -6.55494 0.09827  -0.20
H77 3.23269 3.59807 6.66031  0.11
H78 -4.49763 0.17028 -2.69540  0.09
C27 -6.83218 -1.36641 4.70552  -0.11
H79 -0.22258 -2.09229 -6.47594  0.08
C28 2.25344 1.98297 -5.17831  -0.18
C29 -5.51614 0.27402 3.40242  -0.16
H80 -5.03159 -5.44765 -7.67683  0.08
H81 3.43035 -2.58164 -1.98279  0.09
H82 4.48037 0.41855 -0.84072  0.08
H83 0.40546 -5.33886 6.38209  0.09
H84 2.53842 1.79784 4.80653  0.10
C30 1.03696 0.27858 -0.41780  -0.15
O18 1.31277 -1.27102 1.43530  -0.22
H85 3.82695 -0.74644 7.55727  0.13
H86 4.25765 3.25257 0.19389  0.12
H87 -1.10411 -4.33260 0.27885  0.13
C31 -0.22325 4.59295 -4.26594  -0.10
H88 7.66177 2.99127 -3.52776  0.09
C32 4.86289 0.00863 0.09403  -0.14
H89 -0.85843 -5.29428 5.17268  0.08
H90 4.62877 -0.63258 4.85871  0.07
H91 0.82238 -1.48198 10.32026  0.08
C33 -2.50900 0.52380 3.08628  -0.09
H92 8.72507 3.46413 -2.10549  0.09
H93 -0.82944 -0.84536 -2.85384  0.08
H94 -4.90986 -3.30050 4.11198  0.07
H95 4.90731 4.76959 -1.68731  0.10
H96 -4.57138 1.19138 1.59250  0.10
H97 1.34122 2.49539 -3.33291  0.10
H98 4.28792 -4.12973 0.43645  0.11
C34 -0.67116 7.12967 -1.42981  -0.08
H99 -4.01789 -3.47667 2.68690  0.09
H100 0.76136 0.69563 6.95103  0.07
C35 4.20287 -6.89289 -0.18355  -0.07
C36 -2.45937 -2.76308 4.84174  -0.19
O19 -3.92903 1.05242 -4.58133  -0.16
O20 2.72561 -4.27784 -1.04395  -0.20
H101 -5.74678 3.18543 -8.11222  0.08
C37 1.13773 -2.16977 9.53567  -0.11
C38 1.82952 4.58868 8.49210  -0.10
C39 -2.98664 4.29552 -0.71594  -0.24
C40 2.47400 -2.99676 -1.66471  -0.07
H102 8.47747 0.87434 -1.92315  0.12
H103 0.78390 -0.81078 -3.24185  0.08
C41 -2.62610 5.62093 -1.34303  -0.16
H104 -3.32175 -2.11237 4.98660  0.11
H105 -2.41706 1.40382 2.44971  0.07
H106 -0.20625 -0.03407 1.34595  0.10
O21 0.55604 2.08129 5.32608  -0.21
H107 -2.25695 1.14801 -1.23787  0.08
C42 -4.08995 -3.88519 3.69488  -0.10
H108 4.76799 -6.13304 -0.72335  0.07
H109 -3.65514 3.02133 -4.00891  0.12
H110 -0.49515 7.07994 -2.50435  0.07
H111 -1.55487 -3.14805 -6.61526  0.07
H112 2.22132 3.80458 -3.95921  0.09
H113 -2.48318 4.38839 0.24634  0.13
H114 -5.16528 0.71551 4.33520  0.12
H115 1.96271 -3.08111 7.31790  0.12
C43 2.64880 -2.38932 7.80656  -0.22
C44 -1.52341 -2.72627 6.17197  -0.16
C45 1.57206 0.51278 -6.90890  -0.10
H116 1.25113 0.84554 1.71556  0.13
C46 -2.76921 1.94980 -0.70606  -0.07
H117 -1.51064 0.11787 3.24932  0.07
H118 7.02799 1.19908 0.57242  0.12
C47 7.15236 0.43310 -0.19302  -0.14
H119 2.76369 -3.31855 0.85595  0.09
H120 0.16724 -2.48063 9.14885  0.08
O22 -3.96054 -3.60702 -7.51841  -0.21
C48 0.85191 0.04255 1.09593  -0.16
O23 -3.37057 -0.42926 2.44451  -0.19
H121 -6.00878 2.26883 -5.65687  0.12
H122 -0.77600 -6.80785 0.00541  0.09
O24 -1.23867 5.86475 -1.00846  -0.23
C49 0.08861 -0.34739 -2.54189  -0.12
H123 0.99335 4.97689 -0.20739  0.08
H124 2.77698 -0.92786 6.20667  0.11
H125 5.82860 -1.10233 5.98996  0.09
C50 -4.93651 -3.11660 -0.80913  -0.10
C51 -3.78502 0.17462 -3.52018  -0.13
H126 4.68169 5.98329 -3.28546  0.08
C52 -0.54811 -4.87502 6.12977  -0.09
H127 -3.83483 1.73004 -0.64076  0.08
O25 6.11246 -0.59501 -0.07755  -0.18
H128 -6.45016 0.74181 3.09114  0.11
H129 -2.34002 2.04072 0.29175  0.07
O26 4.28942 -2.34164 6.13447  -0.17
H130 0.22306 3.48136 -0.40451  0.09

Gap between HOMO and LUMO, eV: 9.477
Multiplicity: 1
Highest occupied orbital energy, eV: -8.9

Entry 2:
This record from the Open Molecules 2025 dataset describes an isolated molecule of C2H2N4O2. The level of theory is ωB97M-V with the def2-TZVPD basis set.

Each line ends with the Löwdin charge.
Positions of all 10 atoms, in Å:
H1 1.29845 1.83749 -1.96984  0.04
C1 0.48371 -0.92309 0.35465  -0.41
N1 -1.34622 0.34424 0.94076  0.05
C2 0.14955 0.79799 -0.93197  -0.45
N2 -0.66307 -0.63595 1.22302  0.09
H2 0.88074 -1.95881 1.92060  0.22
N3 0.36060 1.89643 -1.61237  0.16
O1 -1.17527 0.87563 -0.30508  -0.03
N4 0.88123 -0.27253 -0.69381  0.21
O2 1.09945 -1.93231 0.86882  0.10

Gap between HOMO and LUMO, eV: 9.163
Multiplicity: 1
Highest occupied orbital energy, eV: -10.2
Structure (SMILES): [H]/N=c1\nc(O)nno1

Entry 3:
This record from the Open Molecules 2025 dataset describes a structure of composition C33H38N3O5Se2TeTi. The level of theory is ωB97M-V with the def2-TZVPD basis set.

Each line ends with the Mulliken spin population.
Positions of all 83 atoms, in Å:
O1 0.42715 -0.92623 -1.65096  0.03
H1 -2.94539 -1.17644 -0.66478  0.00
C1 4.63488 2.60248 3.23969  -0.08
C2 5.18130 -1.10515 2.33128  -0.06
H2 4.20776 0.22978 -4.60880  0.00
H3 -4.26966 -2.56468 0.81272  0.00
N1 -1.79268 2.41540 -2.10201  0.00
C3 5.26554 -0.73928 -3.01300  0.00
H4 6.07453 4.25626 0.05560  0.00
H5 8.17823 4.85183 1.86160  0.00
H6 6.96737 6.12418 1.77066  0.00
H7 4.65046 3.08274 -1.31544  0.00
C4 -1.80932 -3.38244 2.05196  0.00
O2 -3.39463 -3.20998 4.52547  0.00
C5 7.24647 5.21271 2.30132  0.00
H8 -3.98339 -0.85258 1.24200  0.00
O3 -1.99667 0.27220 -1.35100  0.00
Ti1 -0.60732 -0.67110 0.13645  0.08
H9 4.51650 1.40272 -0.79895  -0.08
H10 -1.47996 4.40021 -2.64457  0.00
C6 -0.14198 3.78851 -1.10303  0.00
H11 0.37150 4.73227 -1.00869  0.00
C7 -2.82360 -2.27866 2.38516  0.00
C8 5.67256 3.79189 0.95056  0.01
C9 -1.41057 1.39013 -1.28869  0.00
H12 6.99806 -0.68269 1.28788  0.00
O4 -2.56588 -1.74449 0.02290  0.00
H13 7.44344 5.47196 3.34080  0.00
C10 3.61897 -2.98179 3.73174  -0.01
C11 -3.51298 -1.82947 1.10367  0.00
C12 6.08293 -0.16555 1.57736  0.02
H14 3.00414 -3.70349 4.25321  0.00
H15 -2.98305 3.09293 -3.65955  0.00
H16 -2.63803 1.34980 -3.69568  0.00
C13 4.97599 -3.19694 3.55738  0.02
H17 6.05101 -1.73856 -1.28209  0.00
C14 3.04668 -1.82840 3.22065  -0.02
H18 6.79605 -2.44645 2.72140  0.00
C15 -2.87174 2.19698 -3.05426  0.00
Se1 -1.50216 0.42939 2.15089  0.01
C16 -2.20310 -1.10396 3.17158  0.00
H19 5.99938 3.86258 4.30349  0.00
H20 -1.39572 -1.47603 3.79911  0.00
C17 2.82834 -0.78962 -1.69129  -0.02
H21 5.60583 0.21148 0.67395  0.00
H22 -1.59732 -3.94980 2.95671  0.00
N2 -0.42009 1.50580 -0.41221  0.00
H23 -2.23442 -4.06271 1.31166  0.00
H24 -4.31134 -3.79757 2.75659  0.00
H25 6.21732 -0.71665 -3.52843  0.00
C18 5.73657 -2.26722 2.86516  -0.01
H26 3.13377 2.48016 -0.62972  -0.05
C19 -1.13586 3.61696 -1.98323  0.00
H27 3.86973 -1.76811 -0.09839  0.01
N3 1.40700 -0.66666 0.31920  0.21
C20 3.80956 -0.89072 2.52563  0.04
H28 4.40051 0.91776 4.56870  -0.01
H29 -4.75860 -2.17903 3.34531  0.00
C21 3.95789 -1.32665 -1.08381  0.01
C22 4.17092 2.23327 1.97617  0.16
H30 4.52706 2.48112 5.37934  0.00
H31 1.98141 -1.66978 3.34478  0.00
H32 3.02993 2.02080 4.56656  -0.01
Te1 2.63020 0.74198 1.86201  0.67
H33 -4.08381 -3.60949 5.06238  0.00
H34 2.01684 0.14467 -3.43233  0.00
C23 6.16362 4.17367 2.19452  0.00
C24 4.21986 2.42764 -0.55832  0.21
C25 4.11939 1.97200 4.50699  0.05
C26 5.63326 3.57200 3.32439  0.01
C27 4.68194 2.82864 0.81662  -0.19
C28 -3.93072 -2.89492 3.25051  0.00
H35 6.36064 0.69918 2.18267  0.00
H36 5.44432 -4.09070 3.94966  0.00
C29 4.13496 -0.20780 -3.62143  0.00
O5 1.19203 2.79202 0.56018  0.00
C30 5.17414 -1.30906 -1.75005  0.00
C31 1.53359 -0.79205 -0.96934  -0.02
H37 -3.80587 1.99339 -2.53312  0.00
H38 -2.96280 -0.67305 3.82420  0.00
C32 2.91300 -0.24638 -2.96815  0.00
C33 0.27469 2.67911 -0.24830  0.00
Se2 -0.08215 -2.72337 1.41482  -0.01

Gap between HOMO and LUMO (spin up / spin down), eV: 7.281 / 6.288
Multiplicity: 2
Expectation value of S²: 0.755
Highest occupied orbital energy (spin up / spin down), eV: -7.1 / -7.3

What did we get for energy relative to the best compared isomer or geometry (same formula, charge and spin)? Answer: 144.3 106.6 9.1 kcal/mol, in the order shown.
What did we get for max |F|? Answer: 3.81 6.18 0.22 eV/Å, in the order shown.